57
Properties=species:S:1:pos:R:3 method="wB97M-V/def2-TZVPD" smiles="CCOC(=O)C1(Cc2ccc(OC)cc2)CCN(C(=O)CN2CCOC2=O)CC1" homo_ev=-8.4 relative_energy_kj_mol=75.20 total_energy_ev=-37497.93033
O -0.0125 -2.5661 1.3350
O 2.3824 1.3923 2.1356
O 2.3846 3.6350 2.3088
O -6.0634 -1.0198 -1.4232
O 3.1969 2.5275 -1.8121
O -0.8702 -0.5038 1.1880
N 3.8894 2.6810 0.9885
N 2.5887 0.4583 -1.1672
C -2.8048 -2.4768 -0.5154
C -4.7496 -1.3824 -1.4036
C -4.1530 -2.1757 -0.4302
C 4.3569 1.6598 0.0760
C 1.7614 -1.8092 -0.7542
C 3.3381 1.5664 -1.0688
C 1.4125 0.4903 -2.0200
C -0.5486 -2.3001 -1.6089
C 0.1961 0.1081 -1.1852
C -1.3221 -0.5693 2.5431
C -2.6301 -1.2206 -2.5325
C 3.1187 4.7156 1.7510
C -6.8996 -1.4698 -0.3861
C -0.2020 -1.5464 0.7189
C -3.9724 -0.9144 -2.4626
C 2.6973 -0.6997 -0.2902
C -0.1705 -0.4044 3.5245
C 0.2927 -1.3516 -0.7171
C 4.0257 4.0882 0.6824
C -2.0191 -1.9982 -1.5537
C 2.8391 2.4612 1.8243
H -0.1927 -2.2095 -2.6373
H 3.6821 4.2912 -0.3385
H -4.4478 -0.3125 -3.2210
H 5.0681 4.4019 0.7822
H 1.3202 1.5085 -2.4029
H -2.0393 0.2491 2.6296
H -2.3608 -3.1059 0.2420
H -0.7188 0.2639 -1.7551
H -6.9580 -2.5630 -0.3614
H -2.0519 -0.8608 -3.3723
H -4.7256 -2.5691 0.3951
H 0.4414 0.4507 3.2464
H 2.4090 5.4380 1.3420
H 2.0328 -2.1237 -1.7631
H 1.5426 -0.1848 -2.8715
H 3.6927 5.1900 2.5536
H 0.1600 0.7711 -0.3205
H -0.3705 -3.3220 -1.2674
H 1.8790 -2.6691 -0.0929
H -1.8294 -1.5272 2.7010
H 5.3222 1.9791 -0.3223
H 3.7253 -1.0761 -0.3151
H 0.4556 -1.2927 3.5160
H -6.5654 -1.1017 0.5894
H -7.8857 -1.0628 -0.6049
H 4.4689 0.7358 0.6381
H 2.4459 -0.4162 0.7387
H -0.5625 -0.2575 4.5268

---

97
Properties=species:S:1:pos:R:3 method="wB97M-V/def2-TZVPD" smiles="[H]/N=C(/C)CP(O)([C@H](Cl)[C@H](C)Cl)(P(N)O)C(F)(F)F.ClCCCl.ClCCCl.ClCCCl.ClCCCl.ClCCCl.ClCCCl.ClCCCl.ClCCCl" homo_ev=-7.7 total_energy_ev=-283824.20646
Cl -1.5458 -2.3214 -0.5179
Cl -3.0902 -8.3147 -3.1701
Cl -3.2328 6.1992 1.0838
Cl -8.6663 2.7596 4.4968
Cl 4.5215 -6.5765 -0.8622
Cl -5.4848 3.0483 5.7095
Cl -2.7621 -10.3612 -0.4602
Cl -3.3818 1.3493 2.6625
Cl 9.7924 -5.4102 -6.5316
Cl -4.3686 6.7291 -3.3091
Cl -4.4849 7.1519 5.6167
Cl -7.5147 5.7070 6.0695
Cl 0.7119 -3.1617 1.6773
Cl -2.1558 9.1580 -0.1658
Cl 11.9655 -4.2359 -4.1880
Cl -4.1001 9.5904 -5.1414
Cl 6.7979 -5.0249 -2.8112
Cl -0.4899 3.1892 2.3205
P 1.6891 -3.2845 -1.2379
P 0.7788 -1.8697 -2.8563
F -0.3942 -4.3801 -2.6927
F 0.3969 -5.7427 -1.2545
F 1.5466 -5.2688 -3.0084
O 2.2559 -4.4737 -0.1981
O 1.3022 -2.6431 -4.2232
N 5.1956 -2.9452 -0.1100
N 1.8623 -0.5369 -2.7429
C -1.5449 6.6509 0.7193
C -2.7447 2.5914 3.7740
C 3.4748 -3.0264 -1.8483
C -6.7552 6.9235 7.1237
C 10.9156 -3.2672 -5.2548
C -1.5357 -9.2447 -1.1200
C -5.4308 9.1401 -4.0430
C -0.5712 -0.4834 1.2271
C 4.3806 -0.8093 -0.7928
C 9.6005 -3.9488 -5.5280
C 5.8697 -7.3542 -1.7295
C -2.1469 -7.9926 -1.6898
C -2.0399 3.7089 3.0578
C -4.9464 8.3529 -2.8538
C -0.1737 -1.3020 -0.0207
C -1.2871 8.1108 0.9858
C 1.0634 -2.1733 0.2112
C 7.0805 -6.4601 -1.7856
C -5.9325 7.9106 6.3361
C -6.7709 1.9723 6.3176
C 0.7286 -4.7497 -2.0792
C -7.6614 1.4727 5.2098
C 4.3835 -2.3117 -0.8742
H -0.8716 -8.9793 -0.2994
H -0.9041 6.0414 1.3560
H 3.8536 -4.0422 -1.9885
H -4.1359 8.8635 -2.3417
H -1.3528 6.3937 -0.3190
H -0.2256 8.3228 0.8715
H -1.7980 4.4938 3.7733
H 6.1155 -8.2705 -1.1959
H 10.7343 -2.3203 -4.7493
H -6.5104 8.3489 5.5270
H -8.3418 0.7217 5.6074
H 11.4623 -3.0772 -6.1747
H 2.1791 -2.3755 -4.5220
H -5.8888 10.0667 -3.7012
H 7.3611 -6.1051 -0.7974
H -6.1604 8.5778 -4.6196
H -2.0940 2.0917 4.4874
H 3.4867 -2.5373 -2.8255
H 1.3557 0.3302 -2.8737
H 0.2727 -0.3436 1.9052
H -6.2772 1.1232 6.7870
H 1.9054 -1.5439 0.5141
H 0.0293 -0.5628 -0.8004
H 3.0611 -4.1936 0.2579
H 3.4917 -0.4500 -0.2645
H 5.2717 -0.4745 -0.2625
H 5.5172 -7.6096 -2.7253
H -3.6066 2.9933 4.3041
H -1.5954 8.3941 1.9887
H 7.9208 -7.0008 -2.2172
H -1.3567 -7.2963 -1.9591
H -7.0757 1.0305 4.4077
H -5.7660 8.2113 -2.1514
H -7.5538 7.4475 7.6462
H 4.3360 -0.3465 -1.7808
H 9.1074 -4.2430 -4.6058
H -2.6513 4.1380 2.2668
H -6.1436 6.3970 7.8524
H 2.6496 -0.5540 -3.3831
H -2.8080 -7.5124 -0.9733
H -5.5824 8.7048 6.9929
H -1.4251 -0.9204 1.7430
H 5.1499 -3.9524 -0.2809
H -0.9684 -9.7849 -1.8732
H -0.8859 0.5133 0.9003
H 8.9457 -3.2719 -6.0745
H -7.3279 2.5212 7.0729

---

10
Properties=species:S:1:pos:R:3 method="wB97M-V/def2-TZVPD" smiles="C=CC(=C)F" homo_ev=-8.6 relative_energy_kj_mol=122.20 total_energy_ev=-6943.95007
F -1.0375 -1.8345 -0.1560
C 0.6302 0.0448 0.0786
C -0.7619 -0.5679 0.0255
C -1.9014 0.4160 0.0467
C 1.7220 -0.7013 0.0187
H 1.5327 -1.7235 -0.0908
H -1.7446 1.4945 0.0149
H 2.7533 -0.5638 0.0689
H 0.6092 1.1551 -0.0220
H -2.9059 0.0002 0.0154

---

14
Properties=species:S:1:pos:R:3 method="wB97M-V/def2-TZVPD" homo_ev=-9.5 relative_energy_kj_mol=262.62 total_energy_ev=-29441.00598
S -1.8825 -0.5288 -0.6457
S 0.8765 -0.0201 -0.2922
O 0.7153 0.5420 -1.6333
O 1.6859 0.7815 0.5149
N -0.7589 0.0417 0.4677
C -1.0045 1.4005 0.9110
C 1.1910 -1.6995 -0.2134
H 2.2980 -1.8589 -0.5147
H -1.8613 1.7876 0.3119
H -0.1224 1.9645 0.6613
H -1.5542 0.4221 -1.4898
H -1.1537 1.3510 1.9404
H 1.0154 -2.0115 0.8067
H 0.5552 -2.1722 -0.8248

---

8
Properties=species:S:1:pos:R:3 method="wB97M-V/def2-TZVPD" total_charge=-1 homo_ev="-3.1 / -3.1" relative_energy_kj_mol=384.78 total_energy_ev=-19427.31502
S -1.2141 0.0625 0.6376
O -1.5769 -1.8781 -0.9860
O -0.0615 2.1102 -0.4001
N 1.3576 -0.1374 0.5881
N -1.7818 -1.3204 0.0965
N -0.2875 0.9303 -0.5380
H 1.6458 -0.3843 -0.3524
H 1.9183 0.6171 0.9543

---

48
Properties=species:S:1:pos:R:3 method="wB97M-V/def2-TZVPD" smiles="CCCCc1ccc(NC(=O)N[C@H](C(=O)O)[C@H](C)CC)cc1" homo_ev=-8.5 relative_energy_kj_mol=4.01 total_energy_ev=-27175.76393
O -0.1931 -3.2999 0.6737
O -2.0964 0.0296 2.3117
O -1.9913 -0.7966 4.3777
N 0.0105 -1.1702 1.4198
N 0.1988 -1.6743 -0.8358
C 0.2266 -0.3782 -1.3569
C -0.8584 3.7605 -4.0528
C 0.2406 3.1221 -6.2612
C -0.0292 -2.1167 0.4477
C -0.8620 2.8157 -5.2544
C 0.3366 3.5540 -3.1106
C 0.3194 2.1865 -2.4923
C -0.6177 0.6310 -0.8957
C -0.3153 -1.4847 2.7831
C 1.2564 0.2249 3.7870
C 1.0933 -0.0963 -2.4106
C 2.0660 -2.1221 3.4015
C 0.8589 -1.2512 3.7603
C 1.7833 -3.6187 3.4657
C 1.1359 1.1674 -2.9662
C -0.5583 1.8929 -1.4558
C -1.5426 -0.7334 3.2657
H -2.8920 0.4657 2.6563
H 0.1644 4.1504 -6.6087
H 0.1583 2.4629 -7.1223
H 0.4016 0.8515 4.0322
H 2.4083 -1.8630 2.3971
H 2.0227 0.3897 4.5406
H 0.2870 4.3094 -2.3225
H 0.4115 -2.4217 -1.4816
H 1.2668 3.7028 -3.6596
H -0.7629 1.7864 -4.9030
H -0.8531 4.7935 -4.4085
H -0.5734 -2.5518 2.7960
H 0.1842 -0.2093 1.1785
H -1.7785 3.6077 -3.4841
H 0.4937 -1.5335 4.7525
H 1.6581 0.5380 2.8253
H 2.7123 -4.1758 3.3692
H 1.7341 -0.8780 -2.7925
H 1.8194 1.3635 -3.7795
H -1.2174 2.6646 -1.0842
H 1.2250 2.9810 -5.8227
H -1.3433 0.4232 -0.1238
H 1.3241 -3.8813 4.4163
H 2.8714 -1.8787 4.0984
H 1.1242 -3.9267 2.6584
H -1.8282 2.9012 -5.7573

---

78
Properties=species:S:1:pos:R:3 method="wB97M-V/def2-TZVPD" smiles=N#CO[C@@](C#N)(CCN)[C@](F)(C#N)C[C@@H](O)C(F)(F)F.ClCCCl.ClCCCl.ClCCCl.ClCCCl.ClCCCl.ClCCCl homo_ev=-10.0 total_energy_ev=-194554.92419
Cl 0.0910 -0.7206 -2.2157
Cl -5.7824 0.5984 -2.8008
Cl -7.5907 -0.0764 -9.7382
Cl -0.7578 5.3734 7.3985
Cl -5.1394 -1.5449 -6.4180
Cl 8.1654 0.1311 3.5291
Cl -2.5081 1.3232 -2.1424
Cl -5.7383 0.3309 -12.5779
Cl 6.8086 -2.6917 2.1707
Cl -7.9607 -2.6269 -4.8266
Cl 0.2230 -2.4666 -5.1473
Cl -2.7021 3.0639 8.9931
F 4.2178 -3.0844 1.0109
F 3.6754 -1.2672 -0.4540
F 5.0636 1.3490 3.4083
F 2.0964 -2.7919 0.1955
O 2.8440 -0.4451 4.9834
O 1.3502 -1.1002 1.8418
N 2.7956 3.7328 2.2352
N 0.0577 1.2729 3.5788
N 0.9180 2.2810 6.9351
N 5.3320 -0.7498 5.6955
C 2.3031 1.6646 6.9243
C -7.4055 -1.2403 -11.0747
C 1.5789 -1.6663 -4.3132
C 3.1851 2.6363 2.5708
C 3.6453 1.1637 3.1036
C 8.4440 -2.5097 2.8521
C -3.1410 -0.1113 -2.9901
C -1.8850 4.2187 6.6461
C 1.4381 -1.7262 -2.8047
C 1.2058 1.2270 3.9568
C 3.2667 -2.0719 0.6555
C 4.1288 -0.7184 5.4965
C 8.4699 -1.5516 4.0275
C -6.0212 -1.1876 -11.6915
C 3.5611 0.2137 1.8344
C -7.8156 -1.2270 -5.9189
C 2.7324 0.8568 4.3702
C -4.3711 0.2079 -3.8168
C 2.8056 -1.1806 1.9580
C -6.8120 -1.4689 -7.0294
C 3.0956 1.9436 5.5445
C -3.1051 3.9647 7.5094
H -5.9054 -2.0006 -12.4115
H -7.5873 -2.2330 -10.6568
H 7.7283 -1.8207 4.7823
H -3.8288 3.3597 6.9590
H -4.1955 1.0495 -4.4898
H -5.2404 -1.2888 -10.9353
H 9.4556 -1.5687 4.4974
H 0.5985 2.3841 7.9135
H -1.3382 3.2968 6.4422
H -2.1900 4.6514 5.6909
H -3.5926 4.8969 7.8009
H -7.5484 -0.3550 -5.3182
H 4.2433 2.0103 5.7115
H 3.1155 -1.8352 2.8640
H 2.4895 -2.1848 -4.6208
H -2.3411 -0.4721 -3.6405
H -6.8492 -0.6468 -7.7499
H 3.0854 0.7857 0.9415
H -7.0197 -2.3983 -7.5636
H 1.1372 -0.4103 1.1715
H 1.2755 -2.7477 -2.4562
H 4.6468 -0.0097 1.4821
H -3.3465 -0.8818 -2.2445
H -8.8060 -1.0555 -6.3463
H 2.8838 2.2573 7.7386
H -8.1829 -1.0347 -11.8129
H 9.1098 -2.1817 2.0516
H 2.3456 -1.3466 -2.3324
H 2.3147 0.5733 7.2698
H 8.7643 -3.5025 3.1756
H 0.2365 1.6557 6.4774
H 2.7898 3.0220 5.2366
H -4.6478 -0.6597 -4.4217
H 1.6363 -0.6365 -4.6710

---

22
Properties=species:S:1:pos:R:3 method="wB97M-V/def2-TZVPD" homo_ev=-6.9 relative_energy_kj_mol=924.91 total_energy_ev=-9419.89840
N -2.2482 -1.5694 -0.4690
N 1.9682 1.4779 -0.2496
C -2.1420 1.2892 -0.8281
C -1.0300 0.5633 -0.6441
C -0.9549 -0.8643 -0.3059
C 0.3091 -0.1990 1.8686
C -0.8248 -1.0452 1.1888
C 2.5474 0.3352 -0.9954
H -0.1619 -1.3423 -0.9161
H -2.1650 2.2965 -1.2084
H 2.7212 1.9604 0.1276
H -0.5735 -1.9844 1.2613
H -1.7465 -0.7076 1.6688
H -2.3625 -1.8556 -1.4145
H 3.5096 0.5452 -1.2928
H 1.9773 0.0335 -1.8300
H 1.0431 0.1368 1.1088
H -0.0111 0.9681 -0.8123
H 0.8967 -0.8644 2.5484
H -0.1308 0.6587 2.3812
H 2.4941 -0.5742 -0.3567
H -3.1153 0.7418 -0.8306